No. 1
This record from the Open Molecules 2025 dataset describes C28H31Cl2IIrN4O7 as an isolated structure at a distorted geometry. The level of theory is wB97M-V/def2-TZVPD.

The relative energy (zero: lowest compared OMol25 entry of this formula, charge and spin) comes out at 27.7 kcal per mole. As for the lowest unoccupied orbital energy: -4.55 eV. The molecular weight is 925.6 g mol⁻¹. Its net charge is +1. The value obtained for the HOMO energy is -10.34 eV.

Atoms and positions in Å:
Ir: 0.49637 0.07802 -0.58371
C: 1.16845 4.51289 -2.01949
C: 0.21105 4.27104 -0.89262
N: -0.65416 5.19988 -0.59044
C: -1.48777 5.07635 0.45318
C: -1.47116 3.98245 1.28193
C: -2.39476 3.94151 2.48037
O: -3.11533 2.72389 2.61483
C: -0.58431 2.92492 0.97740
C: -0.53483 1.76286 1.79851
N: 0.13047 0.69262 1.51986
C: 0.24672 -0.38559 2.41438
C: -0.66763 -0.64244 3.43671
C: -0.46378 -1.68314 4.32504
C: 0.65347 -2.49785 4.21307
C: 1.55662 -2.28363 3.18422
C: 1.33139 -1.24558 2.30417
I: 2.69231 -0.93528 0.71210
C: 0.27861 3.03310 -0.14875
O: 1.10546 2.11592 -0.51393
H: 1.85490 5.31364 -1.74132
H: 0.63001 4.84111 -2.90845
H: 1.74437 3.61801 -2.23795
H: -2.17313 5.89892 0.62136
H: -3.07396 4.79709 2.43690
H: -1.80040 4.03758 3.39272
H: -3.74247 2.64126 1.89043
H: -1.08805 1.81779 2.73103
H: -1.55923 -0.03478 3.51573
H: -1.19746 -1.86512 5.09782
H: 0.81852 -3.30476 4.91267
H: 2.42142 -2.92206 3.06825
Cl: 1.28842 -1.25116 -2.71932
C: 0.36456 -2.49534 -3.59634
Cl: -1.18824 -1.86565 -4.14990
H: 0.18831 -3.31879 -2.91051
H: 0.95880 -2.77487 -4.45998
O: -0.16679 -3.46099 -0.89118
C: -1.01457 -2.60682 -0.66569
O: -0.80422 -1.49279 -0.02704
C: -2.43365 -2.79338 -1.13950
C: -2.84598 -4.02395 -1.62887
C: -4.13963 -4.20722 -2.11422
C: -4.97436 -3.11464 -2.09838
O: -6.26783 -3.02552 -2.51574
C: -6.68888 -1.69646 -2.25409
O: -5.57843 -0.96965 -1.73772
C: -4.55406 -1.87473 -1.62068
C: -3.29138 -1.68537 -1.12936
H: -2.14342 -4.84549 -1.62658
H: -4.47592 -5.16273 -2.48994
H: -7.50224 -1.70306 -1.52080
H: -7.03818 -1.22775 -3.17865
H: -2.93920 -0.73340 -0.76559
C: -3.83653 3.30422 -2.74534
N: -3.27133 2.20023 -1.98546
C: -3.91886 1.98574 -0.70217
C: -2.04105 1.68459 -2.21597
O: -1.40888 1.18198 -1.25343
N: -1.56563 1.76915 -3.48499
C: -2.39864 1.58117 -4.66282
C: -0.14058 1.67951 -3.74696
H: -4.03505 4.13474 -2.06414
H: -4.78279 3.01378 -3.20601
H: -3.14594 3.65178 -3.50631
H: -4.94992 1.67041 -0.86891
H: -3.91804 2.92045 -0.13185
H: -3.39327 1.21589 -0.14652
H: -3.42944 1.38471 -4.38295
H: -2.02299 0.71694 -5.21484
H: -2.35551 2.45075 -5.32210
H: 0.41062 1.71388 -2.81209
H: 0.16459 2.53259 -4.35698
H: 0.10175 0.76178 -4.28280

=====

No. 2
This record from the Open Molecules 2025 dataset describes C28H31ClF9NO28S as an isolated structure at a distorted geometry. The level of theory is wB97M-V/def2-TZVPD.

The relative energy (zero: lowest compared OMol25 entry of this formula, charge and spin) comes out at 0.0 kcal per mole. As for the lowest unoccupied orbital energy: 0.18 eV. The molecular weight is 1068.0 g mol⁻¹. The value obtained for the HOMO energy is -10.26 eV.

Atoms and positions in Å:
C: 2.74190 -2.95343 2.70231
C: 1.94976 -1.77794 3.18545
O: 2.23371 -1.17717 4.19754
O: 0.85023 -1.41053 2.43713
C: -0.34890 -1.91321 3.01451
C: -1.41097 -1.89268 1.93870
N: -2.79405 -1.85310 2.49812
Cl: -3.84882 -1.50322 1.15740
S: -3.24722 -3.36015 3.14459
O: -4.26403 -3.99137 2.38945
O: -2.09110 -4.12084 3.44257
F: -3.89098 -2.94720 4.47562
H: 2.31454 -3.88921 3.04472
H: 2.89017 -2.95020 1.63263
H: 3.71698 -2.87138 3.16409
H: -0.65105 -1.33121 3.88535
H: -0.16908 -2.92514 3.36427
H: -1.29881 -2.76004 1.29278
H: -1.29666 -0.98913 1.35708
C: 5.18822 -0.48908 -0.74375
C: 4.47836 -1.14167 -1.90828
O: 4.71883 -2.52784 -1.67346
C: 4.84728 -2.67733 -0.32610
O: 4.79121 -3.71776 0.24090
O: 5.03242 -1.48668 0.28047
F: 5.02513 -0.80075 -3.10017
H: 6.24924 -0.32182 -0.92760
H: 4.72695 0.44922 -0.44633
H: 3.40525 -0.95903 -1.94375
C: 8.32940 -1.59548 -5.33820
C: 9.21286 -2.34053 -4.36711
O: 9.28348 -1.44759 -3.27357
C: 8.12615 -0.72241 -3.27351
O: 7.74648 -0.07637 -2.35694
O: 7.48401 -0.85340 -4.45429
F: 10.46420 -2.53557 -4.86618
H: 8.90326 -0.90657 -5.95973
H: 7.74496 -2.25249 -5.97651
H: 8.81010 -3.29681 -4.03049
C: 13.03072 -4.34117 -5.71119
C: 12.64696 -5.67298 -6.30861
O: 12.51222 -5.36116 -7.68226
C: 13.35047 -4.31164 -7.94257
O: 13.67801 -3.96615 -9.02260
O: 13.75425 -3.72969 -6.78578
F: 11.45485 -6.11608 -5.83263
H: 12.16001 -3.73502 -5.47002
H: 13.65437 -4.43565 -4.82593
H: 13.39383 -6.45921 -6.18707
C: -6.23296 3.13870 2.45759
C: -6.55607 1.99787 1.52299
O: -5.28853 1.69447 0.96243
C: -4.34699 2.03726 1.88950
O: -3.21823 1.68506 1.85869
O: -4.88606 2.82420 2.84798
F: -7.40035 2.37411 0.53235
H: -6.24933 4.09635 1.94763
H: -6.88883 3.18573 3.31987
H: -6.95557 1.10798 2.01290
C: -7.45876 8.60537 1.76832
C: -8.09233 7.96713 0.55573
O: -7.93619 6.58130 0.82754
C: -7.91913 6.43822 2.18025
O: -8.05792 5.40726 2.74804
O: -7.72514 7.63057 2.78757
F: -7.43115 8.27420 -0.58383
H: -6.38089 8.72222 1.64987
H: -7.89323 9.56453 2.02252
H: -9.15203 8.19168 0.42568
C: -6.71347 -5.97312 3.63354
C: -7.95221 -5.45466 4.32329
O: -8.98662 -6.15995 3.66287
C: -8.45769 -7.34741 3.23899
O: -9.09413 -8.27699 2.88447
O: -7.10395 -7.30925 3.29122
F: -8.12411 -4.12305 4.12586
H: -6.48666 -5.41417 2.72590
H: -5.83657 -5.97599 4.27514
H: -7.99822 -5.66441 5.39345
C: 1.81622 -3.29199 -5.81746
C: 2.75004 -4.01804 -4.87895
O: 2.90186 -3.09144 -3.81732
C: 1.75433 -2.35456 -3.77379
O: 1.43072 -1.67194 -2.86235
O: 1.03443 -2.51261 -4.90793
F: 3.96030 -4.24268 -5.44964
H: 2.35781 -2.63059 -6.49488
H: 1.18634 -3.96106 -6.39727
H: 2.35827 -4.95709 -4.48541
C: -6.34022 12.22354 5.40420
C: -6.79366 10.89922 4.83748
O: -6.91323 11.18677 3.45199
C: -6.01648 12.18530 3.17328
O: -5.66875 12.48304 2.08569
O: -5.58624 12.76906 4.31588
F: -8.00463 10.53030 5.31874
H: -7.18410 12.87682 5.62884
H: -5.72183 12.11891 6.29133
H: -6.08697 10.07959 4.97819

=====

No. 3
This record from the Open Molecules 2025 dataset describes C28H31FeN7OSSi as an isolated structure at a distorted geometry. The level of theory is wB97M-V/def2-TZVPD.

As for the lowest unoccupied orbital energy (spin up / spin down): 0.39 / 0.39 eV. The molecular weight is 597.6 g mol⁻¹. As for the spin multiplicity: 5. The value obtained for the HOMO energy (spin up / spin down) is -7.58 / -7.67 eV.

Atoms and positions in Å:
Fe: -0.00436 0.39458 -0.10334
O: 4.03704 -0.68829 -0.36386
C: 2.88800 -0.29616 -0.60521
N: 2.10903 0.52456 0.09610
C: 2.62122 0.98403 1.36921
C: 1.74686 0.43201 2.46419
C: 2.24066 -0.02937 3.67580
C: 1.37740 -0.64559 4.56545
C: 0.03685 -0.76771 4.23133
C: -0.38241 -0.24433 3.02347
N: 0.45157 0.34198 2.15872
C: 2.21890 -0.75939 -1.87978
C: 2.98034 -1.30043 -2.90293
C: 2.34341 -1.73342 -4.05254
C: 0.96137 -1.62704 -4.13579
C: 0.27800 -1.07382 -3.06871
N: 0.89286 -0.63908 -1.96319
H: 2.57181 2.07874 1.40229
H: 3.65349 0.67899 1.51740
H: 3.29700 0.07202 3.89661
H: 1.74763 -1.03659 5.50589
H: -0.66792 -1.26201 4.88907
H: -1.42001 -0.28504 2.72248
H: 4.05082 -1.37259 -2.76208
H: 2.91585 -2.14176 -4.87736
H: 0.42107 -1.97106 -5.00901
H: -0.80138 -0.97056 -3.08934
C: -3.84789 -0.90757 1.73770
C: -3.57446 0.49290 1.24469
C: -4.45677 1.50699 1.54476
C: -4.19196 2.78752 1.04240
C: -3.07411 3.00920 0.28305
C: -2.17998 1.93650 0.01151
N: -2.46458 0.69000 0.49650
N: -1.01824 2.05792 -0.66597
Si: -0.38924 3.47246 -1.44687
C: 1.17655 2.94139 -2.30870
C: -1.57651 4.12014 -2.73706
C: 0.00955 4.86801 -0.26965
H: -4.24469 -1.52706 0.92949
H: -4.58792 -0.89400 2.53757
H: -2.94111 -1.38962 2.10151
H: -5.33132 1.30695 2.15025
H: -4.86566 3.60719 1.26776
H: -2.83382 3.99847 -0.09255
H: 0.94363 2.43529 -3.25547
H: 1.73303 2.24231 -1.67827
H: 1.83190 3.79386 -2.53107
H: -1.74874 3.36048 -3.51046
H: -1.16396 5.01198 -3.22644
H: -2.55164 4.39070 -2.31510
H: 0.46381 4.49001 0.65467
H: -0.87565 5.44950 0.00848
H: 0.72357 5.55333 -0.73918
N: -2.32272 -1.68581 -0.95072
C: -1.28619 -2.43510 -0.51238
N: -0.29978 -1.98822 0.21413
C: 0.66540 -2.98458 0.40016
C: 1.85283 -2.85118 1.10850
C: 2.72089 -3.92733 1.18386
C: 2.41275 -5.14743 0.58164
C: 1.22490 -5.30258 -0.11590
C: 0.37223 -4.21335 -0.20130
S: -1.16526 -4.11016 -1.01565
H: -2.43683 -0.73888 -0.59956
H: -3.09279 -2.13419 -1.40759
H: 2.09905 -1.91012 1.58444
H: 3.66124 -3.81223 1.71096
H: 3.09861 -5.98084 0.66405
H: 0.96675 -6.24554 -0.58308